Record 1
Computed, not measured: C20H30BBaN2O5P as an isolated structure at a distorted geometry, with ωB97M-V/def2-TZVPD.

```
60
Properties=species:S:1:pos:R:3:forces:R:3:lowdin_charge:R:1
C -0.416315 -0.266610 -2.104238 -2.251 1.343 0.024 -0.21
C -0.508055 -0.682601 -0.847286 -0.300 -0.661 0.377 -0.10
C -0.140069 0.279400 0.256618 0.565 0.784 -0.072 -0.32
C -1.298360 1.147798 0.764332 -0.301 -0.099 -0.203 -0.06
C -2.703883 0.850595 0.206258 -0.106 0.282 0.252 -0.16
C -3.144475 1.754424 -0.955756 0.104 -0.148 -0.196 -0.15
C -3.627139 0.991310 -2.192650 -0.048 0.249 0.016 -0.15
N -3.572858 1.790711 -3.387850 -0.077 0.066 -0.349 -0.13
C -2.557589 1.806530 -4.312944 0.186 -0.284 0.417 -0.12
C -2.844376 2.731925 -5.268628 0.357 0.094 -0.274 -0.08
C -4.079877 3.311335 -4.925939 -0.103 0.289 -0.222 -0.07
C -4.501009 2.716466 -3.777840 -0.255 0.018 0.368 -0.08
O 0.814057 1.177393 -0.413627 -0.418 0.424 0.007 0.07
C 2.087773 0.811711 -0.236983 0.604 0.069 0.413 -0.46
O 2.989171 1.346846 -0.824201 -0.139 -0.414 -0.409 0.18
C 2.213415 -0.388994 0.710366 -0.580 0.191 -0.411 -0.14
C 2.606562 -1.585608 -0.202041 0.638 -0.327 1.585 -0.28
C 2.593301 -2.999931 0.378345 -0.559 -0.173 -0.453 -0.06
B 3.454134 -0.077908 1.728977 -0.328 0.211 0.505 -0.64
O 3.740170 1.211044 2.034776 0.141 0.012 -0.469 0.23
O 4.069114 -1.149217 2.247896 0.400 -0.359 -0.663 0.04
C 5.462595 -1.087743 2.623646 -0.107 -0.044 0.454 0.02
C 0.804815 -0.336057 1.354886 -0.559 0.034 0.588 -0.36
O 0.958753 0.851573 2.258743 0.151 -0.236 -0.243 0.03
C 0.620006 0.667228 3.486131 -0.159 0.033 0.430 -0.36
N 0.291698 0.513349 4.580253 0.071 -0.013 -0.096 0.23
P 0.083813 -1.883951 2.048346 0.020 -1.103 -0.882 1.00
C 1.137962 -2.477516 3.412076 -0.138 0.484 0.244 -0.22
C -1.584633 -1.536030 2.684016 0.063 0.642 0.112 -0.23
H -0.074664 -0.930120 -2.921442 -7.411 2.100 -0.187 -0.16
H -0.668461 0.759725 -2.357445 0.911 0.269 -0.308 0.12
H -0.795475 -1.701606 -0.592333 0.650 -0.279 0.164 0.13
H -1.022517 2.161110 0.486859 0.023 0.168 0.100 0.14
H -1.337753 1.134899 1.844732 0.133 -0.096 0.133 0.11
H -2.842782 -0.199994 -0.060779 0.088 -0.131 0.032 0.10
H -3.376776 1.025272 1.040095 -0.189 -0.158 0.062 0.12
H -3.959547 2.392341 -0.628801 0.003 0.207 0.055 0.12
H -2.338699 2.424410 -1.259318 0.103 0.031 -0.028 0.12
H -3.021042 0.102283 -2.362922 -0.028 -0.170 -0.026 0.10
H -4.657073 0.673909 -2.053820 -0.062 -0.245 0.065 0.14
H -1.711236 1.146739 -4.222493 0.023 -0.133 -0.037 0.08
H -2.220366 2.966399 -6.110616 -0.001 0.041 -0.149 0.10
H -4.600974 4.084772 -5.457626 -0.067 0.056 -0.078 0.11
H -5.391927 2.905098 -3.206452 -0.077 -0.106 0.127 0.13
H 2.020725 -1.606645 -1.114146 1.524 -0.402 6.039 -0.23
H 3.634195 -1.404203 -0.542794 -0.045 0.338 -0.178 0.15
H 3.225116 -3.662202 -0.209980 0.300 -0.016 0.118 0.10
H 2.908007 -2.987823 1.412253 0.276 -0.044 0.052 0.08
H 1.590169 -3.418056 0.353359 -0.129 -0.031 0.110 0.05
H 4.502242 1.626693 1.623506 0.134 0.243 0.201 0.14
H 5.572239 -0.629885 3.599843 -0.022 0.130 0.091 0.11
H 6.037866 -0.537898 1.885963 0.028 0.107 -0.085 0.10
H 5.824671 -2.106337 2.670174 0.011 -0.138 -0.012 0.10
H 1.371999 -3.521733 3.238053 0.060 -0.114 -0.010 0.05
H 2.051739 -1.899280 3.503403 0.159 -0.033 -0.001 0.04
H 0.606123 -2.373913 4.352764 -0.039 -0.002 0.132 0.06
H -2.306426 -1.662120 1.882982 -0.120 -0.125 -0.040 0.04
H -1.715852 -0.551569 3.118832 0.001 0.063 0.196 0.04
H -1.787312 -2.260085 3.468068 -0.027 -0.196 -0.002 0.07
Ba 1.535092 -1.437652 -2.705603 6.918 -2.699 -7.385 2.24
```
Forces are in eV/Å.

The charge is +2. The value obtained for the HOMO-LUMO gap is 4.35 eV. For the lowest unoccupied orbital energy, the calculation gives -8.336 eV. The total energy is -1656.7318 Eh.

Record 2
Computed, not measured: C20H30BCsF10LiMgNO16P as an isolated structure at a distorted geometry, with ωB97M-V/def2-TZVPD.

```
82
Properties=species:S:1:pos:R:3:forces:R:3:lowdin_charge:R:1
C 3.405817 3.569368 1.529949 -0.095 0.083 -0.881 -0.10
C 4.121228 2.198498 1.045841 -0.117 0.232 1.013 -0.13
C 5.190601 2.417121 -0.113270 0.754 -0.296 3.382 -0.21
F 6.188891 1.379714 0.055790 -1.722 1.454 -1.171 -0.02
N 4.638527 2.350245 -1.506974 1.106 0.342 -0.098 -0.03
C 4.020907 1.022491 -1.872730 -1.373 -1.678 -1.670 -0.12
C 2.427112 0.959099 -1.728128 -0.165 -0.531 0.026 -0.09
C 3.747350 3.531145 -1.843610 -0.762 1.440 0.097 -0.10
O 4.519666 4.749235 -1.664927 -1.161 -0.872 -1.002 -0.05
C 3.813328 5.866864 -2.210385 -2.642 3.232 -0.739 -0.39
C 4.507559 6.623836 -3.429676 0.433 -0.353 0.658 0.02
O 2.724245 6.278628 -1.770087 3.579 -2.476 -0.776 0.09
H 2.408990 3.755335 0.981482 1.459 -0.348 0.834 0.08
H 4.085526 4.470876 1.323035 -1.078 -1.575 0.250 0.07
H 3.197698 3.587622 2.649603 0.341 -0.302 -1.644 0.08
H 4.717582 1.838195 1.962872 -0.600 0.478 -1.663 0.14
H 3.368975 1.357615 0.839038 1.141 1.255 0.056 0.11
H 5.755917 3.395879 0.096217 -1.019 -1.384 -0.930 0.19
H 5.463115 2.463849 -2.143229 -0.412 0.117 0.414 0.18
H 4.497499 0.132987 -1.338367 -0.377 1.776 -0.369 0.15
H 4.249441 0.860234 -2.990327 -0.147 0.357 1.732 0.15
H 2.035328 1.577839 -0.859425 0.431 -0.932 -1.120 0.07
H 2.138915 -0.138961 -1.539878 0.527 1.748 -0.163 0.10
H 1.862931 1.264000 -2.686402 1.104 -0.178 1.469 0.08
H 3.445383 3.386573 -2.930359 0.351 0.206 1.317 0.18
H 2.852325 3.620279 -1.152264 1.107 -0.653 -0.909 0.14
H 4.372461 6.037726 -4.406158 0.416 0.647 1.544 0.11
H 5.614667 6.697152 -3.184924 -1.275 -0.247 -0.706 0.09
H 4.098436 7.682393 -3.588809 0.256 -1.772 0.606 0.11
O 4.195962 5.841827 2.862808 0.106 0.630 0.551 -0.07
H 3.523989 6.534292 2.901887 0.093 -0.041 -0.060 0.06
H 4.835800 6.099433 3.538868 -0.035 -0.001 -0.099 0.06
B -1.394057 -0.774238 -1.248725 -0.679 -0.956 -0.419 -1.06
O -2.567689 -0.414293 -0.438450 0.704 -0.068 0.183 0.25
C -2.182387 0.507650 0.444716 -3.095 -0.079 0.576 -0.40
O -2.907856 1.014218 1.259923 0.608 -0.183 -0.187 0.17
C -0.756725 0.791974 0.259215 2.837 1.313 0.089 -0.39
O -0.098511 1.574288 0.894212 -0.402 -0.489 -0.284 0.17
O -0.277378 0.040794 -0.739689 -0.452 -0.192 0.012 0.18
F -1.637910 -0.467391 -2.640089 -4.013 0.133 6.370 -0.42
F -1.097085 -2.170996 -1.093877 -0.148 2.200 0.927 0.06
F -1.622683 -6.206792 -1.847741 -0.251 0.064 2.607 -0.18
P -2.010130 -5.069481 -2.920020 -0.589 -1.913 -0.623 0.22
F -3.113464 -4.560455 -1.852439 0.147 1.536 2.580 -0.19
F -1.364015 -4.159139 -4.090811 -0.343 1.249 -2.456 -0.21
F -1.606691 -6.339404 -3.820991 0.686 -0.074 -2.360 -0.16
F -0.961525 -4.122423 -2.147884 1.493 -0.254 2.024 -0.21
F -3.381500 -5.016241 -3.759630 -0.596 -0.734 -2.011 -0.16
C -5.356649 -6.367191 -0.601961 -0.420 0.375 0.372 0.08
C -4.945263 -7.577074 -0.991620 1.196 0.360 -0.855 -0.21
C -5.661463 -8.815272 -0.568180 -0.414 -0.532 0.261 -0.31
O -5.269787 -9.900901 -0.957520 0.152 0.338 -0.052 0.11
C -6.822044 -8.669352 0.316822 0.206 -0.205 -0.164 0.08
C -7.229798 -7.460440 0.708150 -0.977 -0.466 0.694 -0.23
C -6.529819 -6.221470 0.262331 0.635 0.429 -0.461 -0.32
O -6.943566 -5.132068 0.627021 -0.215 -0.288 0.214 0.09
O -8.302490 -7.308477 1.530728 0.913 0.449 -0.655 0.09
O -3.859177 -7.727755 -1.789421 -1.324 -0.530 0.809 0.10
H -4.847346 -5.462120 -0.904114 -0.010 -0.098 -0.068 0.11
H -7.322331 -9.575381 0.631320 0.001 0.031 -0.013 0.14
H -8.392893 -6.345191 1.663257 -0.031 -0.114 -0.007 0.11
H -3.770169 -8.690130 -1.928732 0.083 0.131 -0.081 0.12
Cs -0.303849 -0.619500 -4.261589 4.375 -1.017 -5.944 1.44
Li -1.141850 -2.521553 0.914534 -0.269 -0.506 -0.980 0.90
C -2.409645 1.229829 4.702114 0.696 0.431 -0.734 -0.07
C -3.275349 1.686880 5.835207 0.186 -0.940 0.439 -0.29
O -4.047813 0.552006 6.133227 0.702 0.373 -0.070 0.13
C -3.271547 -0.517694 5.791465 -0.159 -1.891 0.263 -0.52
O -3.480035 -1.635731 6.143579 0.091 1.001 -0.396 0.20
O -2.222874 -0.145057 5.001532 -0.452 0.122 0.374 0.08
F -4.123269 2.689476 5.436398 -0.406 0.694 0.020 -0.19
H -2.901311 1.326076 3.729084 -0.097 0.090 0.114 0.12
H -1.455839 1.758137 4.666333 0.001 -0.224 0.038 0.15
H -2.722398 2.000615 6.724249 -0.295 0.351 -0.077 0.19
O -6.736426 -0.997190 6.506241 -0.416 0.457 -0.120 -0.12
H -5.832809 -1.304695 6.392619 0.438 -0.289 0.033 -0.08
Mg -5.560189 3.780482 4.188360 -0.275 -0.145 -0.020 0.88
C 7.134435 4.416649 -3.820164 0.064 -0.292 0.466 -0.38
O 6.991815 5.449799 -4.636911 0.003 -0.357 0.196 -0.19
H 7.841544 3.621499 -4.135189 0.326 0.101 -0.425 0.09
H 7.502647 4.630386 -2.795060 0.301 0.455 0.114 0.08
H 6.220992 3.812945 -3.599292 -0.743 -0.202 -0.261 0.03
```
Forces are in eV/Å.

The charge is +1. The value obtained for the HOMO-LUMO gap is 0.85 eV. For the lowest unoccupied orbital energy, the calculation gives -7.843 eV. The total energy is -3630.9330 Eh.

Record 3
Computed, not measured: a 2-piece molecular cluster, C20H30BN4O3 overall at a distorted geometry, with ωB97M-V/def2-TZVPD.

```
58
Properties=species:S:1:pos:R:3:forces:R:3:nbo_charge:R:1
C 0.555479 2.440931 -1.459078 2.012 -7.998 -4.708 -0.39
C 0.736694 1.260280 -2.240084 -1.022 7.292 4.896 -0.01
C 0.890350 -0.044908 -3.247020 -0.143 0.900 0.219 -0.47
C 2.384387 -0.741108 -3.201451 -0.133 -0.253 -1.234 -0.40
C 3.487002 0.366978 -3.694840 -0.946 -0.858 -1.197 -0.66
B 4.705224 0.659147 -2.620479 0.358 0.989 -0.294 0.51
O 5.716318 -0.455783 -2.573037 0.536 0.387 -1.990 -0.93
C 4.202007 1.144903 -1.127411 0.340 0.249 1.677 -0.68
C 3.950073 -0.069615 -0.054776 -0.937 -0.171 -0.995 -0.21
N 4.249072 0.279279 1.388952 -1.322 0.488 -0.089 -0.87
C 5.554340 1.960828 -3.252340 1.540 -0.818 -0.480 -0.31
O 4.700266 3.141143 -3.475696 1.576 -0.849 0.537 -0.36
N 4.809321 4.039524 -2.473574 -4.183 0.588 -1.505 0.36
O 3.728171 4.638206 -2.490514 2.805 -0.103 1.119 -0.38
H 0.855182 3.319058 -0.708002 -0.786 -2.450 -2.198 0.30
H 0.023023 -0.803316 -2.984213 1.635 1.496 -0.482 0.19
H 0.751983 0.381557 -4.348541 0.144 -0.921 2.437 0.25
H 2.637064 -1.283329 -2.195645 -0.592 1.351 -1.757 0.22
H 2.363081 -1.596894 -4.033439 -0.311 1.701 1.841 0.21
H 2.899086 1.328879 -4.009711 1.070 -1.580 0.589 0.20
H 3.997502 -0.050101 -4.689879 -1.178 0.805 1.878 0.20
H 6.197023 -0.411663 -3.473605 -1.122 -0.303 2.279 0.45
H 5.083843 1.819098 -0.689018 -1.706 -1.364 -0.630 0.20
H 3.275051 1.871066 -1.214394 1.678 -1.531 0.427 0.20
H 4.535730 -1.058717 -0.310035 -0.931 2.182 0.184 0.20
H 2.794673 -0.355858 -0.145269 2.226 0.477 0.297 0.14
H 3.325056 0.319287 1.886415 1.435 0.221 -0.517 0.33
H 4.689846 1.221441 1.472275 -0.632 -1.061 -0.334 0.36
H 5.935525 1.586420 -4.310020 -0.412 1.298 1.870 0.17
H 6.434950 2.242036 -2.522173 -1.517 -0.367 -1.671 0.20
C -4.325336 -1.439464 7.191971 -0.169 0.031 0.197 -0.41
N -4.183196 -1.349619 5.724755 0.194 -0.030 -0.488 -0.24
C -5.269804 -1.062353 4.973163 0.336 0.038 -0.802 0.10
C -5.160007 -0.929133 3.586533 -0.221 -0.051 0.542 -0.19
C -3.920821 -1.084938 2.957878 0.013 -0.093 1.018 0.04
C -2.825226 -1.405177 3.769354 0.066 0.005 0.282 -0.20
C -2.976834 -1.534561 5.149157 -0.158 0.139 -0.735 0.11
C -3.750058 -0.896868 1.505805 0.346 0.268 -1.108 0.01
C -2.854545 0.058925 1.010834 0.010 -0.083 -0.043 -0.19
C -2.655720 0.202641 -0.361348 -0.238 -0.226 0.383 0.12
N -3.321673 -0.581698 -1.235645 -0.038 0.085 0.744 -0.24
C -4.213648 -1.499037 -0.797015 0.113 0.106 0.835 0.11
C -4.444301 -1.669926 0.570003 -0.084 -0.070 -0.552 -0.21
C -3.068544 -0.457095 -2.684299 0.017 -0.016 -0.334 -0.42
H -5.083428 -2.195236 7.412534 0.142 0.183 0.077 0.25
H -4.632335 -0.454213 7.553968 0.034 -0.256 0.065 0.25
H -3.371702 -1.722815 7.642907 -0.213 0.064 -0.171 0.25
H -6.216736 -0.929504 5.490788 0.253 -0.040 -0.030 0.26
H -6.051641 -0.678739 3.012809 0.204 -0.061 0.191 0.26
H -1.837887 -1.559946 3.336255 -0.211 0.039 0.140 0.27
H -2.136253 -1.776951 5.794315 -0.255 0.063 -0.062 0.26
H -2.300196 0.706792 1.688804 -0.075 -0.128 -0.246 0.26
H -1.960018 0.936029 -0.762573 0.113 -0.077 -0.113 0.30
H -4.724572 -2.097336 -1.547080 0.157 0.162 0.102 0.25
H -5.154039 -2.431592 0.889179 0.162 0.166 -0.139 0.26
H -4.019856 -0.242720 -3.176766 0.189 -0.076 0.000 0.24
H -2.649842 -1.407204 -3.028072 -0.086 0.234 -0.059 0.25
H -2.359108 0.352974 -2.871614 -0.086 -0.169 0.135 0.27
```
Forces are in eV/Å.

The charge is +1. The value obtained for the HOMO-LUMO gap is 1.67 eV. For the lowest unoccupied orbital energy, the calculation gives -6.187 eV. The total energy is -1249.0023 Eh.

The highest occupied orbital energy results, record by record, are as follows: -0.46629 -0.31962 -0.28870 Ha.